{"formula": "C31H32FeN2Si", "method": "wB97M-V/def2-TZVPD", "species": ["C", "C", "H", "H", "H", "H", "H", "H", "C", "C", "C", "C", "H", "H", "H", "H", "N", "C", "C", "N", "C", "C", "C", "H", "H", "C", "H", "H", "Fe", "C", "H", "H", "H", "C", "C", "C", "C", "C", "C", "Si", "C", "C", "C", "C", "C", "C", "C", "C", "C", "C", "C", "C", "H", "H", "H", "H", "H", "H", "H", "H", "H", "H", "H", "H", "H", "H", "H"], "positions_angstrom": [[-0.7810, 1.9698, 1.9247], [-2.7474, 3.7220, -0.7912], [-1.2954, 2.3037, 2.8442], [0.1295, 2.5872, 1.8337], [-0.4834, 0.9194, 2.0748], [-3.5165, 3.5447, -1.5376], [-3.1881, 4.3696, -0.0095], [-1.9481, 4.3149, -1.2581], [-2.9295, 0.0538, 2.2780], [-3.6150, -1.0707, 2.7015], [-4.3124, -1.8436, 1.7801], [-4.2231, -1.4795, 0.4291], [-2.3644, 0.6401, 2.9957], [-3.5713, -1.3132, 3.7688], [-4.8899, -2.7112, 2.0984], [-4.7226, -2.0811, -0.3313], [-2.8885, 0.4614, 0.9866], [-3.4563, -0.3594, 0.0479], [-3.1390, -0.0873, -1.3589], [-2.3606, 0.9979, -1.6281], [-2.0130, 1.2545, -2.9105], [-3.1677, -0.6798, -3.7149], [-2.3896, 0.4422, -3.9831], [-1.4095, 2.1526, -3.0686], [-2.0525, 0.7159, -4.9957], [-3.5269, -0.9690, -2.3985], [-4.0792, -1.8799, -2.1521], [-3.4760, -1.3383, -4.5310], [-1.9201, 2.2953, 0.3106], [0.8131, 1.4502, -1.0071], [-0.2598, 1.1934, -0.9875], [1.1044, 1.5032, -2.0645], [0.9583, 2.4352, -0.5421], [3.8255, -2.8131, -3.0474], [2.5485, -2.3176, -3.3349], [1.9672, -1.3520, -2.5031], [2.6495, -0.9087, -1.3562], [3.9323, -1.3909, -1.0816], [4.5200, -2.3372, -1.9302], [1.7799, 0.1555, -0.0891], [0.6903, -1.0925, 0.8021], [-0.2311, -1.8557, 0.0731], [-0.9895, -2.8473, 0.7042], [-0.8217, -3.0945, 2.0685], [0.1129, -2.3656, 2.7918], [0.8929, -1.3912, 2.1587], [2.8864, 1.0701, 1.1080], [2.4132, 1.4792, 2.3642], [3.0841, 2.4728, 3.0852], [4.3342, 2.9266, 2.6547], [4.8761, 2.4317, 1.4649], [4.1424, 1.5361, 0.6779], [4.2771, -3.5659, -3.6927], [1.9983, -2.6813, -4.2025], [0.9760, -0.9577, -2.7471], [4.4668, -1.0373, -0.1969], [5.5217, -2.7015, -1.7083], [-0.3529, -1.7015, -1.0022], [-1.7038, -3.4250, 0.1222], [-1.4215, -3.8650, 2.5595], [0.2559, -2.5474, 3.8595], [1.6740, -0.8808, 2.7209], [1.4875, 1.0654, 2.7763], [2.6226, 2.8757, 3.9880], [4.8916, 3.6522, 3.2516], [5.8653, 2.7544, 1.1337], [4.5500, 1.1959, -0.2763]], "forces_ev_per_a": [[1.0794, 0.7720, 0.7125], [-0.1702, 1.2812, 0.4186], [0.2094, 0.0272, -0.1605], [-0.1707, -0.2027, 0.2885], [-0.0307, 0.3941, -0.1163], [-0.1246, -0.1446, -0.1074], [-0.0326, 0.1601, -0.3367], [-0.0819, 0.0640, -0.0611], [-0.1823, 0.2754, -0.9253], [-0.0400, -0.2339, 0.3175], [0.1506, 0.5161, -0.4930], [0.1769, 0.0706, 0.2388], [-0.2891, 0.0435, -0.2700], [-0.1426, -0.0308, -0.4889], [0.1501, 0.2157, -0.1666], [0.1572, 0.1812, 0.3468], [-0.8825, -1.7484, -0.2725], [-0.0579, -0.1763, 1.8426], [0.6623, 0.4133, -1.7891], [-0.4976, -1.1698, -0.5496], [-0.3734, -0.3265, 0.6110], [0.0208, -0.1996, 0.1358], [0.1961, 0.5251, 0.1466], [-0.1690, -0.3077, 0.1513], [-0.3174, -0.2810, 0.5951], [0.0792, 0.4299, 0.3513], [0.1716, 0.4461, -0.3070], [0.1041, 0.1655, 0.3319], [-0.4580, -0.9452, -0.4033], [-0.4872, 0.1487, -0.2740], [0.5773, 0.1901, 0.0102], [0.0656, 0.0378, 0.1993], [-0.1305, -0.2606, -0.1724], [-0.0978, 0.2419, 0.2447], [-0.0153, 0.2357, 0.2417], [0.5435, -0.3268, -0.0408], [0.2301, 0.1315, 0.0404], [-0.0253, -0.5000, -0.5269], [-0.1210, 0.1057, -0.0085], [-0.1659, -0.1143, 0.0413], [0.2996, -0.1468, 0.2139], [-0.2946, -0.1909, 0.4235], [0.2521, 0.2357, -0.0622], [-0.2073, -0.0317, -0.1548], [0.3383, 0.1965, 0.1056], [-0.4380, -0.4033, -0.1762], [0.5533, -0.2738, 0.0953], [0.0955, 0.4466, 0.0774], [0.1948, -0.3217, -0.0441], [-0.1372, -0.1082, -0.1299], [-0.0917, -0.1053, -0.0691], [-0.0950, 0.3158, 0.4070], [-0.0969, 0.1881, 0.1467], [0.1757, 0.0717, 0.1564], [0.2854, -0.1127, 0.0741], [-0.1244, -0.2123, -0.2594], [-0.1932, 0.0044, -0.0960], [-0.0303, 0.0307, 0.3069], [0.0936, 0.0309, 0.1164], [0.1864, 0.2467, -0.1364], [-0.0421, -0.0562, -0.3212], [-0.2973, -0.1813, -0.1145], [0.4069, 0.4869, -0.3236], [0.2512, -0.1821, -0.1422], [-0.2040, -0.1788, -0.2252], [-0.2926, -0.0507, 0.1137], [-0.0990, 0.1976, 0.2217]], "homo_lumo_gap_ev": [6.39, 6.73], "relative_energy_kj_mol": 0.00, "mol_weight_g_mol": 516.542, "spin_multiplicity": 5, "fmax_ha_per_bohr": 0.038}


{"formula": "C31H32N8O4S3SeSr", "method": "wB97M-V/def2-TZVPD", "species": ["Sr", "N", "C", "C", "O", "N", "C", "C", "O", "O", "H", "H", "H", "H", "H", "H", "C", "C", "S", "C", "C", "S", "H", "H", "H", "H", "H", "H", "Se", "N", "C", "C", "C", "C", "C", "N", "C", "C", "N", "C", "C", "C", "C", "C", "N", "H", "H", "H", "H", "H", "H", "C", "C", "C", "N", "C", "S", "N", "C", "O", "C", "C", "C", "C", "C", "C", "H", "H", "H", "H", "H", "H", "H", "H", "H", "H", "H", "H", "H", "H"], "positions_angstrom": [[1.8377, -1.1620, -1.0380], [-0.1565, -2.4369, -2.4316], [0.1563, -2.5502, -3.8686], [1.6407, -2.8204, -4.1500], [1.8913, -3.5668, -5.1276], [2.4629, -2.1844, -3.3449], [3.8890, -2.3646, -3.5994], [4.7342, -2.2532, -2.3027], [5.7828, -2.9234, -2.2439], [4.2626, -1.5301, -1.3605], [-0.1525, -3.3569, -2.0047], [-1.0853, -2.0494, -2.3030], [-0.0974, -1.5945, -4.3328], [-0.4191, -3.3332, -4.3703], [4.2664, -1.5867, -4.2803], [4.1062, -3.3216, -4.0798], [3.2470, 2.6223, 1.6468], [2.3265, 1.9119, 0.6682], [1.3727, 0.5773, 1.3647], [2.3176, 2.3207, -0.6151], [3.2130, 3.4686, -1.0421], [1.3260, 1.6157, -1.9074], [3.1179, 2.2080, 2.6449], [3.0449, 3.6994, 1.6867], [4.2983, 2.5051, 1.3606], [3.0381, 4.3649, -0.4372], [3.0209, 3.7233, -2.0816], [4.2734, 3.2068, -0.9436], [-1.2671, -8.0514, 2.9727], [0.1654, -7.7646, 1.9452], [0.1696, -6.4987, 1.6400], [1.1939, -5.8665, 0.8117], [2.2694, -6.5829, 0.2844], [3.2056, -5.9104, -0.4615], [3.0464, -4.5376, -0.6659], [2.0194, -3.8488, -0.1860], [1.1061, -4.5006, 0.5442], [-0.0239, -3.6951, 1.0847], [-0.0502, -2.3996, 0.7647], [-1.0232, -1.6358, 1.2372], [-2.0427, -2.1330, 2.0533], [-2.0322, -3.4703, 2.3781], [-1.0031, -4.2758, 1.8886], [-0.9227, -5.7048, 2.1834], [-1.7891, -6.3435, 2.9158], [2.3446, -7.6446, 0.4814], [4.0629, -6.4102, -0.8890], [3.7910, -3.9878, -1.2185], [-0.9663, -0.5883, 0.9542], [-2.8186, -1.4705, 2.4113], [-2.7979, -3.9146, 3.0010], [-1.3331, 1.8791, 3.8270], [-2.6199, 1.6177, 3.0595], [-3.0316, 2.7596, 2.1355], [-2.0464, 3.1170, 1.1354], [-1.8898, 2.5088, -0.0550], [-2.6963, 1.1130, -0.4688], [-1.0475, 3.1998, -0.9138], [-1.0460, 4.5627, -1.0390], [-0.0865, 5.2031, -1.4210], [-2.3551, 5.2881, -0.7941], [-3.5832, 4.7313, -1.1333], [-4.7495, 5.4624, -0.9556], [-4.6972, 6.7456, -0.4289], [-3.4711, 7.3055, -0.0950], [-2.3036, 6.5822, -0.2895], [-1.1293, 1.0718, 4.5324], [-1.3975, 2.8146, 4.3959], [-0.4720, 1.9188, 3.1583], [-3.4536, 1.4440, 3.7509], [-2.5200, 0.7247, 2.4429], [-3.2294, 3.6621, 2.7220], [-3.9457, 2.4889, 1.6034], [-1.3481, 3.7996, 1.3799], [-0.2057, 2.6646, -1.3847], [-3.6243, 3.7256, -1.5332], [-5.7023, 5.0256, -1.2284], [-5.6103, 7.3107, -0.2844], [-3.4240, 8.3092, 0.3100], [-1.3339, 7.0089, -0.0662]], "forces_ev_per_a": [[0.4108, 0.2043, -0.1499], [-0.1031, 0.0988, -0.0662], [-0.0599, -0.0127, 0.0917], [0.2038, 0.0386, -0.0527], [-0.0182, 0.0050, -0.0878], [0.2011, -0.1536, 0.1603], [-0.1127, 0.1012, 0.2235], [-0.2285, -0.1168, 0.0593], [-0.0742, 0.1405, -0.0328], [-0.0199, -0.2534, -0.2035], [0.0053, -0.0088, -0.0125], [0.0029, -0.0168, 0.0491], [0.0012, 0.0041, -0.0124], [-0.0164, -0.0110, 0.0095], [-0.0417, -0.0027, -0.0122], [0.0109, -0.0109, 0.0481], [-0.0429, -0.0635, 0.0004], [-0.0436, -0.0625, 0.2674], [0.0552, 0.2595, -0.0061], [-0.0587, 0.0182, -0.0681], [-0.0241, -0.0385, 0.0019], [-0.0198, 0.0704, -0.2394], [0.0128, 0.0092, -0.0059], [0.0038, -0.0042, 0.0015], [-0.0019, 0.0062, 0.0099], [0.0101, -0.0007, -0.0053], [-0.0039, -0.0044, 0.0011], [-0.0094, 0.0039, 0.0027], [-0.0630, -0.1303, 0.0749], [0.0531, -0.0219, -0.0355], [0.0455, 0.1238, -0.0578], [-0.0574, -0.1129, 0.0650], [0.0018, -0.0024, 0.0116], [-0.0058, -0.0062, 0.0100], [-0.0447, -0.0327, 0.0553], [0.0239, -0.2124, 0.0520], [-0.1779, 0.2323, 0.0669], [0.1644, -0.0089, -0.1290], [0.0908, -0.0253, -0.0999], [0.0122, 0.0368, -0.0331], [0.0092, -0.1115, 0.0125], [-0.0038, 0.0917, -0.0099], [-0.0587, -0.2264, 0.0918], [0.0440, 0.1395, -0.0739], [-0.0413, 0.0301, 0.0238], [0.0028, 0.0021, -0.0068], [0.0042, -0.0015, -0.0048], [0.0792, 0.1095, -0.0890], [-0.0637, -0.0217, 0.0533], [0.0010, -0.0072, -0.0256], [-0.0012, 0.0034, 0.0042], [0.0067, 0.0474, 0.0642], [-0.0354, 0.0014, -0.0355], [-0.0004, -0.0054, -0.0109], [0.0606, -0.1720, 0.0799], [0.0217, 0.2923, -0.0375], [0.0213, -0.0122, -0.1409], [0.1629, -0.0959, 0.0232], [-0.1566, 0.0603, 0.0033], [0.0401, -0.0199, -0.0015], [0.0337, 0.0306, 0.0078], [-0.0310, 0.0237, -0.0128], [0.0217, -0.0207, -0.0045], [-0.0137, 0.0183, 0.0066], [0.0186, -0.0055, 0.0011], [0.0044, -0.0179, -0.0144], [-0.0195, 0.0002, 0.0199], [0.0104, -0.0326, -0.0167], [0.0186, 0.0186, -0.0686], [0.0093, -0.0035, -0.0193], [0.0602, -0.0199, 0.0170], [0.0162, 0.0171, -0.0055], [-0.0027, 0.0141, 0.0027], [0.0263, 0.0149, 0.0087], [-0.3169, -0.1791, 0.2021], [-0.0030, -0.0038, -0.0015], [-0.0012, -0.0033, -0.0003], [-0.0001, 0.0024, 0.0021], [-0.0027, 0.0003, 0.0004], [-0.0031, 0.0025, 0.0030]], "homo_lumo_gap_ev": 3.76, "relative_energy_kj_mol": 133.58, "mol_weight_g_mol": 843.430, "spin_multiplicity": 1, "fmax_ha_per_bohr": 0.009, "total_charge": -2}


{"formula": "C31H32NO2", "method": "wB97M-V/def2-TZVPD", "species": ["C", "O", "C", "O", "C", "C", "C", "C", "N", "C", "C", "C", "C", "C", "C", "H", "H", "H", "H", "H", "H", "H", "H", "H", "H", "H", "H", "H", "H", "H", "H", "H", "H", "H", "C", "C", "C", "C", "C", "C", "C", "C", "C", "C", "C", "C", "C", "C", "C", "C", "C", "C", "C", "H", "H", "H", "H", "H", "H", "H", "H", "H", "H", "H", "H", "H"], "positions_angstrom": [[3.2724, 2.1468, 3.6141], [2.8113, 0.9766, 2.9039], [1.8543, 0.2908, 3.5616], [1.5430, 0.5611, 4.7113], [1.2929, -0.8417, 2.7300], [2.1859, -2.0945, 2.8696], [1.2696, -3.2554, 3.2122], [-0.1722, -2.7112, 3.1737], [-0.0525, -1.2552, 3.0801], [-1.1387, -0.4235, 2.8389], [-1.2868, 0.8149, 3.4357], [-2.6500, 1.3254, 3.8496], [-3.7938, 0.7785, 2.9846], [-3.2376, 0.2699, 1.6648], [-2.2788, -0.8924, 1.9070], [4.0402, 2.5909, 2.9712], [2.4377, 2.8501, 3.7551], [3.6930, 1.8731, 4.5924], [1.3212, -0.4730, 1.6901], [2.6676, -2.2310, 1.9030], [2.9639, -1.9558, 3.6239], [1.3862, -4.0747, 2.4971], [1.5023, -3.6535, 4.2068], [-0.7068, -3.1377, 2.3053], [-0.7265, -3.0256, 4.0752], [-0.4514, 1.2409, 4.0030], [-2.8616, 1.0471, 4.9040], [-2.6769, 2.4303, 3.8354], [-4.2799, -0.0357, 3.5406], [-4.5498, 1.5515, 2.8032], [-4.0314, 0.0256, 0.9513], [-2.6723, 1.0880, 1.2006], [-1.8754, -1.2115, 0.9341], [-2.8105, -1.7611, 2.3289], [-1.2503, 2.4511, -0.5990], [0.0120, 3.1449, -0.6365], [0.3795, 4.0949, 0.3443], [1.5462, 4.8421, 0.2038], [2.3594, 4.6727, -0.9342], [1.9779, 3.7742, -1.9420], [0.8177, 3.0238, -1.7909], [-1.5649, 1.2589, -1.3832], [-2.9895, 1.1891, -1.5124], [-3.6051, 0.3233, -2.4081], [-2.8143, -0.5976, -3.1023], [-1.4136, -0.5739, -2.9584], [-0.7864, 0.3662, -2.1287], [-3.5674, 2.3394, -0.8335], [-2.4960, 3.1308, -0.2918], [-2.7646, 4.4363, 0.1353], [-4.0897, 4.8796, 0.1621], [-5.1309, 4.0839, -0.3586], [-4.8594, 2.8341, -0.9273], [-0.2608, 4.2441, 1.2124], [1.8174, 5.5873, 0.9560], [3.2623, 5.2753, -1.0572], [2.5627, 3.6798, -2.8589], [0.4822, 2.3919, -2.6037], [-4.6764, 0.4161, -2.5834], [-3.2791, -1.3114, -3.7874], [-0.8136, -1.2819, -3.5340], [0.3001, 0.3924, -2.0585], [-1.9545, 5.0933, 0.4391], [-4.3198, 5.8704, 0.5601], [-6.1531, 4.4685, -0.3595], [-5.6098, 2.2543, -1.4658]], "forces_ev_per_a": [[0.2123, 0.0199, -0.0401], [-0.3554, 0.1380, 0.0956], [-0.1057, 0.4962, 1.8499], [0.3117, -0.4225, -1.4264], [-0.1955, 0.1658, -0.3089], [0.2836, 0.4544, -0.3875], [-0.4016, -0.3117, 0.2871], [-0.3356, -0.2177, -0.3192], [1.3606, -0.3452, -0.1530], [-1.5021, 1.7457, 0.5725], [0.3974, -1.7705, 0.4033], [-0.2624, 0.9335, -0.5064], [-0.1611, -0.0915, 0.0910], [-0.0582, 0.0244, 0.0116], [0.2331, -0.0279, 0.4409], [-0.2076, -0.1426, 0.2067], [0.2869, -0.2724, 0.0146], [-0.1868, 0.1028, -0.3754], [0.0082, -0.0853, 0.0729], [0.2119, -0.1779, 0.1289], [-0.0896, 0.0272, -0.1172], [-0.0263, 0.0934, 0.1684], [-0.0781, 0.1069, -0.2400], [0.0701, 0.1579, 0.1818], [0.1023, 0.3145, -0.2876], [-0.4074, -0.4239, -0.1243], [0.5045, 0.1146, -0.4854], [0.0804, -0.2765, 0.0060], [-0.0342, 0.0717, -0.3464], [0.0625, -0.1283, 0.1211], [-0.0125, -0.2709, 0.1635], [-0.0456, -0.2029, 0.2026], [0.2301, -0.0760, 0.2695], [0.0677, 0.2027, -0.1284], [0.1339, 0.8556, -1.6097], [0.2446, 0.0813, 0.1696], [0.2551, 0.1946, 0.0024], [-0.0406, -0.1574, -0.2687], [-0.4027, -0.1366, -0.0141], [-0.1046, 0.1631, 0.2968], [0.3228, -0.0067, 0.0514], [-1.0684, -0.4050, -0.0663], [0.6778, -0.6157, -1.0026], [0.1540, 0.5107, 0.6978], [0.7640, 0.0504, -0.0059], [-0.4265, -0.0103, -0.0781], [0.1291, -0.2204, 0.3136], [-0.2689, 1.5057, 0.2133], [-1.1380, -0.5246, -0.0678], [0.0299, -0.3202, 0.2516], [-0.5010, -0.2216, -0.1894], [0.4612, 0.5960, 0.3105], [0.7516, -0.5758, 0.1167], [0.3108, -0.1945, -0.0845], [-0.0932, -0.3554, -0.2210], [-0.2972, -0.2192, 0.0852], [-0.1562, 0.0539, 0.3423], [0.1133, 0.1294, 0.0834], [0.2409, -0.2801, 0.0529], [0.2030, 0.2541, 0.2436], [-0.1495, 0.2760, 0.2555], [-0.2629, -0.1670, 0.0010], [-0.3060, -0.0348, -0.0284], [0.0907, -0.3468, -0.1912], [0.3576, -0.0762, -0.0159], [0.0179, 0.2713, 0.3143]], "homo_lumo_gap_ev": 3.51, "relative_energy_kj_mol": 52.31, "mol_weight_g_mol": 450.602, "spin_multiplicity": 1, "fmax_ha_per_bohr": 0.046, "total_charge": 1}